# 1
Below is an isolated molecule of C9H18IN3O, with properties calculated with wB97M-V/def2-TZVPD.

Atoms and positions in Å:
C: -1.754 0.069 2.786
N: -0.861 -0.875 2.118
C: -1.190 -1.127 0.724
C: -0.780 -0.021 -0.253
C: 0.294 -0.369 -1.288
C: 1.666 -0.813 -0.795
C: 2.416 -0.118 0.342
C: 3.902 -0.427 0.259
I: 2.187 2.015 0.477
N: 0.301 0.847 -2.125
C: -0.979 1.410 -2.101
O: -1.325 2.390 -2.711
C: -1.842 0.572 -1.176
N: -2.877 1.345 -0.535
H: -1.186 0.692 3.477
H: -2.514 -0.460 3.364
H: -2.260 0.747 2.089
H: 0.091 -0.542 2.196
H: -0.732 -2.076 0.428
H: -2.270 -1.287 0.671
H: -0.426 0.840 0.326
H: -0.091 -1.213 -1.880
H: 2.329 -0.866 -1.664
H: 1.530 -1.848 -0.461
H: 2.038 -0.497 1.290
H: 4.056 -1.503 0.378
H: 4.301 -0.131 -0.711
H: 4.465 0.094 1.030
H: 0.646 0.727 -3.069
H: -2.213 -0.238 -1.834
H: -3.579 0.736 -0.132
H: -3.344 1.928 -1.221

Forces on the atoms, in the same order (eV/Å):
C -0.02 0.13 -0.04
N 0.08 -0.01 0.09
C -0.07 -0.17 -0.08
C 0.00 0.35 0.07
C -0.05 0.13 0.04
C 0.03 0.00 -0.09
C -0.04 -0.16 -0.05
C 0.01 -0.06 0.05
I 0.06 0.11 0.01
N -0.63 -0.60 -0.12
C 0.23 0.16 0.03
O -0.09 -0.12 -0.16
C 0.09 0.01 0.02
N -0.10 -0.10 0.01
H -0.01 -0.04 0.07
H -0.04 -0.03 -0.04
H 0.06 0.02 -0.02
H -0.02 -0.04 -0.06
H -0.01 -0.01 -0.04
H 0.01 -0.05 0.01
H 0.05 -0.13 0.10
H 0.03 -0.04 0.01
H -0.03 0.04 -0.03
H 0.14 -0.05 -0.03
H -0.06 0.24 0.07
H 0.02 -0.02 -0.03
H 0.01 0.05 -0.02
H 0.00 -0.05 0.05
H 0.34 0.33 0.11
H -0.10 0.00 0.08
H 0.00 0.03 0.01
H 0.11 0.08 0.01

The calculation puts the frontier orbital gap at 9.49 eV. The value obtained for the LUMO energy is 0.6 eV. As for the molar mass: 311.167 g/mol. The value obtained for the HOMO energy is -0.325 Ha. As for the net charge: 0. As for the SMILES: CNC[C@H]1[C@H](C[C@@H](C)I)NC(=O)[C@@H]1N.

Atomic partial charges in e from the Löwdin method, atoms 1 to 6: C -0.1229; N -0.1156; C -0.1817; C -0.2508; C -0.3149; C -0.1977

***

# 2
Below is a cluster of 2 separate species, C9H18N in total in a non-equilibrium geometry, with properties calculated with wB97M-V/def2-TZVPD.

Atoms and positions in Å:
C: 0.116 -1.078 0.052
C: 0.040 -1.438 1.307
C: 0.596 -1.876 -0.964
C: -1.135 2.262 2.104
C: 1.029 -3.262 -0.653
C: 0.268 1.876 2.055
C: 1.926 -1.749 -3.249
C: -3.036 3.842 1.670
C: 0.731 -1.235 -2.258
N: -1.577 3.391 1.645
H: -0.449 -0.777 1.975
H: 0.257 -2.532 1.650
H: 1.481 -3.584 -1.592
H: 0.070 -3.843 -0.655
H: 1.321 -3.442 0.368
H: 0.506 1.229 1.197
H: 0.474 1.246 2.857
H: 0.986 2.679 2.125
H: 3.038 -1.658 -2.882
H: 1.826 -1.278 -4.230
H: 1.903 -2.816 -3.422
H: -3.080 4.172 2.721
H: -3.235 4.663 0.853
H: -3.586 2.982 1.496
H: -0.081 -1.632 -2.784
H: 0.596 -0.165 -2.330
H: -0.961 4.049 1.219
H: -0.023 -0.026 -0.276

Forces on the atoms, in the same order (eV/Å):
C 0.18 2.80 -1.56
C -0.72 -3.22 2.02
C 1.57 -0.58 0.67
C -2.68 -0.55 -0.13
C -2.51 0.20 -2.21
C 0.61 0.93 -1.20
C 1.50 0.27 1.41
C 2.78 2.06 -0.07
C 2.96 -1.17 -1.72
N -0.13 -0.69 -0.35
H 0.02 0.55 1.03
H -0.34 2.38 -0.45
H 1.03 -0.77 1.02
H 0.25 0.29 -0.21
H 1.15 -0.02 -0.22
H -0.24 0.62 -0.08
H 0.30 -1.08 1.70
H 0.57 0.61 -0.34
H -2.28 0.60 -0.32
H -0.02 0.15 0.34
H -0.64 -0.32 -0.08
H -0.98 0.32 -0.71
H 0.51 -1.57 1.86
H -1.33 -1.47 -0.23
H -1.95 -0.74 -1.09
H 0.13 0.21 0.63
H 0.77 0.94 -0.38
H -0.51 -0.75 0.69

Its relative energy (zero: lowest compared OMol25 entry of this formula, charge and spin) is 114.90 kcal/mol. The calculation puts the frontier orbital gap at 3.94 eV. The value obtained for the LUMO energy is -6.2 eV. As for the molar mass: 140.250 g/mol. The value obtained for the HOMO energy is -0.373 Ha. As for the net charge: +1.

Atomic partial charges in e from the Löwdin method, atoms 1 to 6: C -0.1217; C 0.1837; C -0.1641; C -0.1711; C 0.0270; C -0.1495

***

# 3
Below is an isolated molecule of C9H18N2O3S in a non-equilibrium geometry, with properties calculated with wB97M-V/def2-TZVPD.

Atoms and positions in Å:
C: 3.068 0.996 0.276
C: 1.913 -0.495 -1.279
C: 3.502 -0.256 1.000
C: 2.409 -1.684 -0.393
C: 0.749 1.460 -0.263
C: -2.730 -1.116 0.481
C: -3.679 -1.140 -0.732
C: -3.113 -0.158 1.553
C: -1.598 1.973 -0.429
N: 1.835 0.754 -0.489
N: -0.454 1.112 -0.609
O: -0.732 -1.519 -1.299
O: -0.154 -1.083 0.999
O: 3.642 -1.325 0.212
S: -1.086 -0.826 -0.085
H: 2.888 2.005 0.808
H: 3.987 1.252 -0.511
H: 2.647 -0.305 -2.044
H: 0.993 -0.533 -1.688
H: 4.403 -0.070 1.713
H: 2.764 -0.385 1.778
H: 1.626 -1.867 0.259
H: 2.466 -2.561 -0.994
H: 0.983 2.463 0.075
H: -4.481 -0.442 -0.653
H: -4.038 -2.225 -0.779
H: -3.007 -0.962 -1.590
H: -3.771 -0.604 2.331
H: -3.537 0.783 1.261
H: -2.053 0.147 2.145
H: -1.823 1.877 0.619
H: -1.291 3.072 -0.603
H: -2.327 1.662 -1.070

Forces on the atoms, in the same order (eV/Å):
C 1.98 3.13 -2.70
C 2.72 0.73 1.90
C 0.52 2.69 4.16
C -0.30 1.88 -1.90
C -0.72 0.32 -0.92
C 0.95 1.89 -2.23
C 1.50 -2.52 0.41
C 3.09 0.05 3.34
C 3.51 2.69 1.65
N 1.94 -1.27 0.61
N 0.79 -0.81 -0.08
O -0.89 0.06 -0.59
O -0.06 1.13 0.22
O 0.38 -2.09 -1.55
S -0.71 -2.38 1.67
H 0.63 -2.01 -0.05
H -2.34 -0.58 1.58
H 0.45 0.12 -0.40
H -2.71 -1.18 -1.52
H -0.83 -0.26 -1.93
H -0.93 -0.62 0.30
H -1.01 -0.31 1.97
H 0.83 -0.61 -0.57
H -0.30 0.29 0.53
H -0.63 0.48 -0.09
H 0.04 1.54 -0.32
H -1.00 -0.18 -0.11
H 0.37 0.11 -0.52
H -0.48 0.40 -0.48
H -2.90 -0.83 -1.20
H -0.97 0.25 0.30
H -0.69 -1.56 0.01
H -2.22 -0.56 -1.50

Its relative energy (zero: lowest compared OMol25 entry of this formula, charge and spin) is 153.80 kcal/mol. The calculation puts the frontier orbital gap at 7.96 eV. The value obtained for the LUMO energy is 0.2 eV. As for the molar mass: 234.321 g/mol. The value obtained for the HOMO energy is -0.287 Ha. As for the net charge: 0.

Atomic partial charges in e from the Löwdin method, atoms 1 to 6: C -0.1193; C -0.0670; C -0.2898; C -0.1240; C -0.1679; C -0.3989

***

# 4
Below is a cluster of 2 separate species, C9H18N4O2 in total in a non-equilibrium geometry, with properties calculated with wB97M-V/def2-TZVPD.

Atoms and positions in Å:
C: 1.591 -3.354 0.467
C: 1.712 -2.161 1.074
C: 0.717 -3.596 -0.662
C: 0.098 -1.204 -0.466
C: 0.282 0.751 3.033
C: 0.879 2.601 1.524
C: -1.076 -2.623 -1.989
C: 1.503 0.325 0.755
C: 0.502 1.161 1.592
N: -0.053 -2.410 -0.989
N: -2.568 0.774 -3.918
N: 1.069 -1.036 0.480
N: -1.830 1.121 -2.914
O: 0.818 -4.590 -1.334
O: -0.564 -0.193 -0.716
H: 2.342 -4.147 0.734
H: 2.216 -2.065 1.996
H: 1.149 0.330 3.577
H: -0.570 0.017 3.151
H: -0.003 1.642 3.583
H: 1.564 2.927 2.333
H: 1.240 2.920 0.416
H: 0.092 3.498 1.704
H: -1.817 -3.248 -1.532
H: -1.486 -1.686 -2.230
H: -0.570 -3.201 -2.837
H: 1.665 0.808 -0.219
H: 2.518 0.317 1.283
H: -0.422 0.999 0.920
H: -2.274 0.079 -4.508
H: -3.475 1.112 -3.993
H: -2.347 1.776 -2.305
H: -1.180 0.372 -2.274

Forces on the atoms, in the same order (eV/Å):
C 1.43 -2.00 0.44
C -2.23 2.76 -1.49
C 1.27 0.90 -0.52
C -1.09 1.12 -0.37
C -0.92 -1.39 0.59
C 0.11 4.47 -1.92
C 1.30 -1.98 -1.02
C 2.08 0.67 1.22
C -2.28 -0.22 -1.47
N -0.11 -2.03 -0.57
N 0.80 0.35 1.10
N 3.25 -2.20 2.97
N 1.08 -0.99 3.31
O -1.11 0.91 0.29
O -0.07 -0.85 -1.32
H -1.20 0.58 -0.12
H 0.93 0.72 0.62
H -0.16 0.23 -0.52
H 0.93 0.67 -0.13
H -0.13 0.00 0.15
H 0.43 -0.56 -0.84
H -0.27 -0.74 2.67
H 0.78 -2.78 -0.36
H -0.65 -0.36 -0.07
H -0.54 0.85 -0.68
H -1.05 1.05 0.92
H -0.25 -0.14 0.27
H -1.34 -0.39 -0.69
H 0.97 0.55 1.74
H 0.94 -2.02 -1.80
H -1.92 1.01 -0.32
H 0.71 -0.24 -0.24
H -1.71 2.05 -1.84

Its relative energy (zero: lowest compared OMol25 entry of this formula, charge and spin) is 67.84 kcal/mol. The calculation puts the frontier orbital gap (spin up / spin down) at 8.23 / 5.37 eV. The value obtained for the LUMO energy (spin up / spin down) is -8.5 / -11.3 eV. As for the molar mass: 214.269 g/mol. The value obtained for the HOMO energy (spin up / spin down) is -0.616 / -0.613 Ha. As for the net charge: +2.

Atomic partial charges in e from the Löwdin method, atoms 1 to 6: C 0.1511; C 0.1105; C -0.3247; C -0.4104; C -0.0568; C -0.1043

***

# 5
Below is a structure of composition C9H18O in a non-equilibrium geometry, with properties calculated with wB97M-V/def2-TZVPD.

Atoms and positions in Å:
C: 0.579 -0.846 -1.251
C: -0.987 1.306 0.692
C: -0.289 -0.286 1.548
C: -0.378 -1.636 -0.668
C: 2.033 -1.244 -1.165
C: 0.280 0.495 -1.651
C: -0.625 2.766 0.805
C: 1.171 -0.118 1.831
C: -1.860 -1.574 -0.906
O: -1.127 0.722 1.986
H: -1.899 1.114 0.132
H: -0.705 -1.267 1.761
H: -0.040 -2.572 -0.231
H: 2.182 -2.133 -0.551
H: 2.654 -0.442 -0.762
H: 2.413 -1.467 -2.166
H: -0.685 0.705 -2.104
H: 1.068 1.041 -2.166
H: -0.064 0.954 -0.450
H: -0.593 3.231 -0.182
H: -1.365 3.289 1.419
H: 0.352 2.892 1.278
H: 1.655 0.564 1.129
H: 1.306 0.296 2.835
H: 1.683 -1.076 1.759
H: -2.157 -2.363 -1.606
H: -2.178 -0.625 -1.333
H: -2.424 -1.724 0.017

Forces on the atoms, in the same order (eV/Å):
C -0.45 -0.72 0.84
C -0.42 -1.04 1.11
C -0.45 1.40 -0.31
C 0.52 0.10 -0.73
C -0.03 -0.01 -0.15
C -0.53 0.94 0.83
C 0.34 -0.16 -0.20
C 0.03 0.10 -0.18
C 0.04 0.16 0.08
O -0.01 0.18 0.45
H 0.13 -0.09 -0.10
H -0.05 -0.02 -0.36
H 0.07 -0.02 0.02
H -0.07 -0.01 0.00
H -0.04 0.04 0.00
H 0.02 0.00 0.01
H -0.01 -0.24 -0.24
H 0.05 0.04 0.22
H 0.93 -0.48 -1.39
H 0.01 0.00 0.02
H -0.01 -0.11 0.03
H -0.03 0.00 -0.04
H 0.02 0.03 -0.03
H -0.04 -0.09 0.00
H -0.01 -0.01 0.03
H 0.01 0.02 0.09
H 0.01 0.01 -0.02
H -0.02 -0.03 0.00

Its relative energy (zero: lowest compared OMol25 entry of this formula, charge and spin) is 117.57 kcal/mol. The calculation puts the frontier orbital gap at 8.63 eV. The value obtained for the LUMO energy is 0.8 eV. As for the molar mass: 142.242 g/mol. The value obtained for the HOMO energy is -0.288 Ha. As for the net charge: 0.

Atomic partial charges in e from the Löwdin method, atoms 1 to 6: C -0.3945; C -0.2964; C -0.1977; C -0.1647; C -0.0724; C -0.0708

***

# 6
Below is a cluster of 2 separate species, C9H18O2SSi in total in a non-equilibrium geometry, with properties calculated with wB97M-V/def2-TZVPD.

Atoms and positions in Å:
C: -0.774 1.609 -0.778
C: -3.245 1.374 -1.017
C: -2.191 1.898 -0.397
C: 0.159 1.696 0.390
C: 1.060 0.793 0.761
C: 1.934 1.077 1.949
C: 1.714 -0.726 -1.957
C: -0.210 -1.992 0.185
C: 2.841 -1.754 0.700
O: -3.927 -0.298 1.534
O: -4.289 -1.440 -0.588
Si: 1.334 -0.893 -0.090
S: -3.362 -0.796 0.308
H: -0.706 0.642 -1.272
H: -0.466 2.372 -1.506
H: -4.253 1.646 -0.750
H: -3.133 0.761 -1.899
H: -2.328 2.565 0.444
H: 0.061 2.621 0.951
H: 2.983 1.028 1.661
H: 1.772 0.334 2.728
H: 1.732 2.063 2.365
H: 0.824 -0.559 -2.554
H: 2.395 0.097 -2.150
H: 2.184 -1.631 -2.328
H: -0.709 -1.743 1.116
H: -0.933 -1.890 -0.618
H: 0.070 -3.040 0.234
H: 3.752 -1.182 0.556
H: 2.711 -1.901 1.768
H: 3.000 -2.732 0.255

Forces on the atoms, in the same order (eV/Å):
C 0.09 0.16 0.02
C 0.11 0.82 -0.37
C -0.07 -0.03 -0.25
C -0.04 -0.15 -0.18
C 0.09 -0.31 -0.17
C -0.01 0.00 -0.03
C -0.20 0.00 0.65
C 0.66 0.32 -0.13
C -0.54 0.40 -0.19
O 0.30 -0.01 -0.16
O 0.33 0.15 0.01
Si 0.02 -0.39 -0.21
S -0.88 -0.75 0.63
H -0.02 -0.07 -0.13
H -0.02 -0.08 -0.08
H -0.17 0.01 0.13
H 0.07 -0.15 -0.09
H -0.12 0.05 0.11
H 0.07 0.13 0.17
H 0.16 0.00 0.11
H 0.08 -0.07 0.15
H 0.00 0.08 0.06
H -0.21 0.05 -0.08
H 0.14 0.16 0.04
H 0.08 -0.21 0.00
H -0.01 0.07 0.18
H -0.07 0.05 -0.18
H 0.12 -0.21 -0.03
H 0.15 0.15 -0.04
H -0.05 -0.01 0.23
H -0.07 -0.16 -0.15

Its relative energy (zero: lowest compared OMol25 entry of this formula, charge and spin) is 0.00 kcal/mol. The calculation puts the frontier orbital gap at 8.96 eV. The value obtained for the LUMO energy is -0.5 eV. As for the molar mass: 218.394 g/mol. The value obtained for the HOMO energy is -0.347 Ha. As for the net charge: 0.

Atomic partial charges in e from the Löwdin method, atoms 1 to 6: C -0.1996; C -0.1079; C -0.1782; C -0.1358; C -0.3160; C -0.1158

***

# 7
Below is a cluster of 3 separate species, C9H18O3 in total in a non-equilibrium geometry, with properties calculated with wB97M-V/def2-TZVPD.

Atoms and positions in Å:
C: -0.171 -0.667 0.375
C: 0.125 0.288 -0.774
O: 0.081 -0.152 -1.954
C: 0.042 1.800 -0.529
H: -1.068 -1.201 0.060
H: -0.182 -0.170 1.345
H: 0.654 -1.368 0.501
H: -1.004 2.031 -0.731
H: 0.619 2.283 -1.317
H: 0.354 2.163 0.450
C: 4.435 1.185 2.976
C: 3.146 0.818 2.401
O: 3.062 -0.247 1.813
C: 2.075 1.908 2.416
H: 4.731 0.498 3.769
H: 4.357 2.164 3.449
H: 5.158 1.190 2.161
H: 1.100 1.563 2.071
H: 2.326 2.771 1.798
H: 1.919 2.361 3.395
C: -2.619 -3.120 -2.312
C: -3.744 -2.044 -2.498
O: -4.947 -2.426 -2.635
C: -3.422 -0.620 -2.361
H: -3.119 -4.063 -2.090
H: -1.967 -2.987 -1.449
H: -1.973 -3.219 -3.184
H: -4.335 -0.044 -2.210
H: -3.029 -0.199 -3.287
H: -2.605 -0.496 -1.651

Forces on the atoms, in the same order (eV/Å):
C 0.89 -0.23 -0.11
C -1.33 -0.51 -1.63
O 0.64 1.26 3.24
C 0.71 -0.09 -1.19
H -0.10 -0.05 0.37
H -0.54 0.36 -0.39
H 0.16 -0.26 -0.46
H -0.25 -0.05 0.12
H 0.00 0.16 0.05
H -0.11 -0.64 -0.15
C 0.62 0.94 1.14
C -0.28 -0.32 -1.19
O -1.23 0.52 0.11
C -0.63 -0.19 0.11
H 0.12 -0.24 -0.26
H 0.36 0.12 -0.14
H 0.19 -0.02 0.24
H 0.13 -0.32 0.18
H 0.52 -0.13 -0.24
H 0.18 -0.31 0.23
C -1.02 0.23 0.00
C -3.45 -3.22 0.25
O 4.35 1.36 0.27
C 0.25 1.03 -0.71
H -0.04 -0.01 -0.46
H 0.02 0.64 0.11
H -0.16 0.03 -0.13
H 0.19 -0.04 0.62
H 0.19 -0.28 -0.37
H -0.36 0.27 0.40

The calculation puts the frontier orbital gap (spin up / spin down) at 6.60 / 3.11 eV. The value obtained for the LUMO energy (spin up / spin down) is -5.8 / -9.3 eV. As for the molar mass: 174.240 g/mol. The value obtained for the HOMO energy (spin up / spin down) is -0.457 / -0.457 Ha. As for the net charge: +1. Its spin multiplicity is 2.

Atomic partial charges in e from the Löwdin method, atoms 1 to 6: C 0.0725; C -0.2248; O 0.3346; C 0.0786; H 0.0982; H 0.1040